DFT (ωB97M-V/def2-TZVPD) results for C68H70N10O7Ru as an isolated structure.

Geometry as XYZ:
```
156
Properties=species:S:1:pos:R:3:forces:R:3
Ru 1.29092 -1.53897 -0.62702 0.72 0.28 -0.67
C 7.62792 3.38943 -1.37702 -0.18 -0.06 0.03
C 6.51252 2.61083 -0.66392 0.17 -0.17 -0.01
C 6.44002 3.00243 0.81758 -0.03 -0.04 -0.16
C 6.81812 1.11343 -0.77462 -0.20 0.17 -0.13
C 5.17932 2.90463 -1.38102 0.32 -0.44 -0.07
O 4.62342 2.08963 -2.08952 0.34 0.26 -0.06
N 4.69652 4.16033 -1.16632 0.10 0.40 0.18
C 3.50032 4.73813 -1.62312 -0.51 -0.10 -0.33
C 3.51422 6.11673 -1.84062 0.10 0.04 0.01
C 2.38092 6.79923 -2.22992 -0.18 -0.13 0.05
C 1.18502 6.10493 -2.37412 0.11 0.21 0.00
C 1.16112 4.74383 -2.15792 0.02 0.07 0.15
C 2.30362 4.02213 -1.80852 0.35 0.21 0.04
C 2.16772 2.57553 -1.53252 -0.08 -0.13 0.27
C 1.66122 1.77603 -2.60032 0.12 0.17 -0.63
C 1.08962 2.29003 -3.77812 0.36 -0.25 0.29
C 0.33502 1.30343 -4.39042 0.04 -0.29 0.11
C 0.41432 0.13533 -3.60032 0.21 0.41 -0.15
N 1.33582 0.40753 -2.59662 -0.59 0.43 -0.89
C -0.32848 -1.05417 -3.76402 0.22 -0.04 -0.18
C -0.65298 -2.10847 -2.85632 -0.50 -0.27 -0.06
C -1.49338 -3.20087 -3.18412 0.20 0.09 0.01
C -1.64318 -3.97327 -2.04432 0.11 -0.03 0.18
C -0.90348 -3.34747 -1.01472 -0.49 -0.35 0.03
C -0.76248 -3.79217 0.33118 0.14 -0.13 -0.27
C -0.16598 -3.04017 1.37938 -0.12 0.16 0.50
N 0.54602 -1.90877 1.15168 -0.11 -0.67 0.18
C 0.89222 -1.33457 2.35578 -0.08 0.01 0.61
C 1.48962 -0.06147 2.60888 0.08 -0.55 0.24
C 1.84632 1.02443 1.78678 0.44 1.49 0.71
C 2.14102 2.34253 2.11968 -0.43 -1.51 0.49
C 2.39172 3.09233 0.94778 0.12 0.03 -1.32
C 2.26242 2.27383 -0.16242 0.02 0.94 0.43
N 2.06802 0.92843 0.33978 0.35 0.89 0.48
C 1.79832 0.16613 4.05648 -0.11 0.06 -0.07
C 3.01192 -0.29977 4.53408 0.02 0.09 0.12
C 3.35682 -0.16777 5.86968 0.04 -0.06 0.07
C 2.45662 0.42373 6.73378 0.07 0.00 -0.02
C 1.23912 0.89563 6.27388 -0.15 0.01 0.09
C 0.88232 0.78503 4.93158 0.40 -0.05 0.28
N -0.30688 1.21503 4.34318 0.25 -0.35 -0.70
C -1.45558 1.90773 4.61398 -0.40 0.25 0.12
O -2.23158 2.06163 3.68838 -0.09 0.05 0.01
C -1.79118 2.45773 6.00468 -0.25 0.12 0.02
C -2.02328 1.28243 6.96668 0.09 -0.02 -0.14
C -3.11938 3.22003 5.89458 0.15 -0.16 -0.16
C -0.72228 3.45713 6.47508 0.02 -0.08 -0.15
C 0.42222 -2.19817 3.37898 0.09 0.16 -0.14
C -0.24778 -3.24907 2.77718 0.04 -0.05 -0.18
C -1.24718 -5.13107 0.74208 -0.03 -0.07 -0.03
C -0.32298 -6.14757 0.94898 -0.17 -0.02 -0.03
C -0.70898 -7.38517 1.43168 0.10 -0.16 0.03
C -2.04008 -7.61217 1.73248 0.09 0.05 0.01
C -2.98148 -6.61807 1.53658 -0.27 -0.17 0.06
C -2.59778 -5.38387 1.02688 0.28 -0.16 0.07
N -3.50458 -4.36407 0.74148 0.36 0.27 -0.05
C -4.85008 -4.35967 0.91118 -0.20 0.43 -0.17
O -5.45248 -5.14437 1.61748 -0.06 -0.24 0.10
C -5.58658 -3.35817 0.00768 -0.24 -0.06 -0.01
C -5.73428 -4.12717 -1.31622 -0.01 0.05 0.08
C -6.96668 -3.07017 0.60088 0.20 -0.20 0.00
C -4.84008 -2.04547 -0.23142 -0.03 -0.19 0.07
N -0.33468 -2.19997 -1.52072 -0.64 -0.17 -0.33
C -0.99448 -1.13897 -5.09482 0.01 0.11 0.04
C -0.45708 -1.93247 -6.09442 -0.08 0.05 -0.02
C -1.02658 -1.97017 -7.35562 0.02 -0.07 -0.15
C -2.14988 -1.20707 -7.62042 0.07 -0.08 0.01
C -2.71238 -0.41607 -6.63352 -0.22 0.17 -0.11
C -2.13798 -0.37017 -5.36932 0.05 -0.25 -0.20
N -2.63518 0.41763 -4.32892 0.21 -0.24 0.23
C -3.56588 1.40593 -4.35442 -0.02 0.12 0.43
O -4.22278 1.70273 -5.33232 -0.11 0.07 -0.30
C -3.72498 2.11873 -2.99982 -0.19 0.21 0.04
C -2.41098 2.81043 -2.61832 -0.11 -0.12 -0.03
C -4.82978 3.17133 -3.12462 0.15 -0.24 -0.14
C -4.11858 1.09053 -1.93522 0.05 0.09 -0.13
H 8.58632 3.18993 -0.89922 0.05 -0.01 0.05
H 7.45492 4.46443 -1.35492 0.02 0.13 -0.01
H 7.69062 3.07403 -2.41642 0.05 0.01 -0.12
H 7.25022 2.51823 1.35988 0.09 0.01 0.05
H 5.49772 2.67553 1.25288 -0.09 -0.03 0.11
H 6.53472 4.07683 0.96798 -0.03 0.14 0.05
H 7.86372 0.92493 -0.53772 0.08 0.03 0.09
H 6.61712 0.76683 -1.78492 0.03 -0.08 -0.05
H 6.20502 0.53173 -0.09122 -0.07 -0.12 0.05
H 5.31572 4.81303 -0.70752 -0.06 -0.20 0.02
H 4.44002 6.65993 -1.69672 0.10 0.00 -0.03
H 2.41962 7.86453 -2.40502 0.03 0.07 0.02
H 0.27592 6.62933 -2.62932 -0.07 0.02 -0.04
H 0.22442 4.21093 -2.21332 -0.07 -0.08 -0.05
H 1.18092 3.30093 -4.11882 -0.05 0.17 0.00
H -0.24348 1.42843 -5.28472 -0.17 -0.06 -0.08
H -1.92018 -3.39687 -4.14772 -0.09 0.04 -0.19
H -2.20888 -4.88147 -1.94592 -0.08 -0.17 0.06
H 2.11342 2.74483 3.11358 0.00 -0.03 0.23
H 2.56262 4.15173 0.91448 0.00 0.16 -0.06
H 3.69042 -0.77907 3.84278 0.04 -0.05 -0.13
H 4.30242 -0.53957 6.23498 0.09 -0.03 -0.01
H 2.69052 0.52693 7.78468 0.02 0.00 0.05
H 0.57352 1.33133 6.99348 -0.08 0.08 0.04
H -0.32058 0.94283 3.35808 -0.16 0.10 0.18
H -2.93728 0.76463 6.68158 -0.07 -0.06 -0.01
H -2.14468 1.64913 7.98528 0.01 0.03 0.08
H -1.22258 0.55083 6.94938 0.05 -0.09 0.07
H -3.91088 2.55823 5.55428 -0.09 -0.01 -0.01
H -3.03358 4.02823 5.17328 -0.03 0.08 -0.03
H -3.39178 3.63303 6.86368 0.02 0.04 0.16
H 0.28092 3.17623 6.17258 0.11 0.03 0.06
H -0.74628 3.56013 7.55928 0.02 0.01 0.09
H -0.92678 4.43363 6.04038 0.00 0.08 -0.04
H 0.53832 -2.03597 4.43368 0.01 0.06 0.15
H -0.74248 -4.06677 3.26748 -0.12 -0.11 0.02
H 0.71822 -5.95607 0.72858 0.10 0.06 0.02
H 0.02502 -8.16457 1.57778 0.07 -0.05 0.03
H -2.35158 -8.56507 2.13468 -0.04 -0.09 0.01
H -4.01728 -6.78917 1.77898 -0.01 0.01 0.01
H -3.07648 -3.57977 0.26498 -0.19 -0.06 -0.04
H -6.23698 -5.07727 -1.14182 -0.08 -0.07 -0.03
H -4.75598 -4.32857 -1.74872 0.08 0.00 -0.09
H -6.31618 -3.54937 -2.03112 -0.06 0.10 -0.08
H -7.43388 -3.99967 0.91618 -0.07 -0.01 0.02
H -7.60378 -2.58387 -0.13492 -0.01 0.10 -0.09
H -6.87598 -2.42207 1.46958 -0.05 0.08 0.12
H -3.94488 -2.18177 -0.83572 0.14 0.02 -0.10
H -4.56358 -1.57007 0.70758 0.04 0.10 0.09
H -5.49168 -1.36427 -0.77502 -0.03 0.07 -0.06
H 0.42612 -2.51567 -5.87832 0.09 -0.04 0.07
H -0.58688 -2.58427 -8.12832 0.02 -0.05 -0.07
H -2.59278 -1.22237 -8.60602 -0.07 0.00 -0.06
H -3.58568 0.18123 -6.83822 -0.01 0.02 0.01
H -2.11738 0.28763 -3.46772 -0.13 0.12 -0.05
H -2.05628 3.43103 -3.43982 0.09 0.08 -0.07
H -1.63278 2.09573 -2.36162 0.17 -0.05 0.02
H -2.57248 3.44473 -1.74882 -0.02 0.06 0.12
H -4.56398 3.91293 -3.87372 -0.03 0.08 -0.08
H -4.97778 3.67183 -2.17002 0.03 0.02 0.13
H -5.76528 2.70813 -3.42872 -0.10 0.01 -0.04
H -3.32008 0.37673 -1.74912 0.07 -0.13 0.09
H -5.00608 0.54653 -2.25402 -0.10 -0.09 0.03
H -4.33548 1.59193 -0.99492 -0.02 0.06 0.12
N 2.39752 -3.52527 -0.86632 -0.13 0.01 -0.18
C 3.27182 -3.54017 0.31608 0.61 -0.04 0.27
C 3.89142 -2.13997 0.54518 0.05 -0.71 0.07
O 5.02442 -1.98527 0.98828 0.14 0.00 0.05
N 3.02502 -1.19627 0.21208 -0.03 0.64 0.15
C 3.33952 0.17963 0.15248 1.45 -0.22 -0.40
C 0.78912 0.26843 -0.20952 -1.79 -0.73 -0.64
O -0.19528 0.93763 -0.20232 0.41 0.18 0.28
O 2.15432 -0.57847 -2.20512 0.16 -0.40 0.53
H 1.83052 -4.37297 -0.90402 0.01 0.27 -0.07
H 2.96232 -3.47917 -1.71532 -0.21 -0.07 0.16
H 4.07562 -4.28557 0.23738 -0.11 0.24 0.07
H 2.66422 -3.78067 1.19498 0.00 0.03 -0.08
H 3.74702 0.44273 -0.83912 -0.24 -0.01 0.45
H 4.03482 0.50103 0.94338 -0.21 0.01 -0.18
```
Positions in Å, forces in eV/Å.

As for the expectation value of S²: 8.804. As for the multiplicity: 6. Its frontier orbital gap (spin up / spin down) is 0.1508 / 0.1790 hartree. As for the total charge: -1.

These are the Mulliken partial charges, in e, on atoms 1 to 2: number 1, Ru, carries -0.84; number 2, C, carries -1.87

=====

DFT (ωB97M-V/def2-TZVPD) results for a 12-piece molecular cluster, C68H73F6N13O4 overall.

Geometry as XYZ:
```
164
Properties=species:S:1:pos:R:3:forces:R:3
C 0.29623 -7.09615 -0.33988 -0.51 -0.33 0.36
C -0.17320 -5.50072 -0.25845 0.59 -0.93 0.11
C 0.05379 -4.79139 -1.73648 0.42 0.06 0.76
C -0.95213 -3.52938 -2.03245 -0.57 -0.07 0.66
C -0.17013 -2.05107 -2.05569 -0.86 -0.54 -0.14
C -0.06038 -1.55652 -0.50143 0.69 1.03 1.67
C -1.37007 -0.94887 0.26530 4.42 -0.19 2.47
C -2.86869 -0.71677 -0.31231 -1.59 0.82 0.68
F -3.12418 -1.07560 -1.71451 1.20 1.04 3.52
F -3.14372 0.76577 -0.20365 0.83 -3.79 -0.60
C -4.07904 -1.42716 0.58185 -2.90 -1.36 1.52
C -3.85268 -2.46769 1.82576 -4.42 1.77 -1.61
C -5.23496 -3.01854 2.58347 -0.96 1.99 -2.34
C -6.76661 -2.59187 2.12426 2.82 1.55 -2.28
C -6.98174 -1.57583 0.84222 4.24 -0.81 0.84
C -8.43233 -1.09368 0.23354 -0.20 -0.06 -0.23
F -8.22525 0.27024 -0.34763 -1.29 -4.43 1.85
F -9.49491 -1.08518 1.28831 3.48 0.20 -3.78
F -8.92274 -1.99862 -0.87069 1.49 3.24 3.69
C -5.62635 -1.00621 0.10611 -0.11 -2.12 2.37
C -1.11403 -0.46084 1.84603 1.88 -0.88 -0.64
C 0.31814 -0.57257 2.62947 0.09 -1.41 -3.96
C 1.58993 -1.18581 1.80007 -2.95 0.43 -1.09
C 1.43145 -1.68646 0.22466 -2.14 1.67 2.78
C 2.79275 -2.23747 -0.49890 1.10 -0.09 0.95
C 3.86728 -0.97472 -0.65438 -1.44 7.33 0.12
O 3.44159 0.31155 -0.61558 3.33 -9.55 -0.35
F 5.34504 -1.18712 -0.81810 -4.85 -0.03 0.64
C 2.89202 -1.14078 2.79352 3.27 -0.46 -1.84
O 4.21218 -1.35072 2.52846 -9.19 1.45 2.22
N 2.23629 -0.76069 4.13110 -1.25 0.28 -2.87
O 3.09544 -0.22082 5.02268 1.15 -3.14 4.20
C 3.25971 -1.23522 6.11210 -0.06 -1.13 7.84
N 3.30377 -1.77307 7.29923 -0.29 4.54 -10.71
C 0.80471 -0.18540 4.14372 -2.33 2.07 1.71
O 0.18119 0.45941 5.14431 4.63 -4.66 -6.61
H 0.60429 -7.52036 0.72982 -0.69 1.02 -2.33
H 1.19720 -7.26804 -1.06892 -1.70 0.47 1.40
H -0.61958 -7.76067 -0.72009 2.06 1.49 0.74
H -1.29589 -5.49709 0.07821 2.11 0.20 -0.74
H 0.47566 -4.99114 0.60167 -1.46 -0.83 -1.98
H 0.01919 -5.65050 -2.53573 -0.17 1.89 1.39
H 1.14558 -4.37013 -1.73517 -1.90 -0.94 -0.12
H -1.69483 -3.47257 -1.10115 1.34 -0.18 -2.20
H -1.58923 -3.71011 -3.01705 1.48 0.53 2.06
H 0.84748 -2.21142 -2.61000 -1.74 0.54 1.45
H -0.78391 -1.27848 -2.72778 1.28 -1.64 1.84
H -2.77725 -2.76543 2.18093 -2.41 0.58 -0.73
H -5.17299 -3.75249 3.52007 0.04 1.84 -2.37
H -7.74998 -2.97960 2.65606 2.53 0.78 -1.06
H -5.76573 -0.28389 -0.81407 0.44 -1.60 2.15
H -2.02655 -0.01350 2.47082 2.18 -1.04 -1.65
H 2.63587 -2.79566 -1.51360 0.24 1.43 1.88
H 3.34507 -3.01473 0.21821 -1.31 1.72 -1.45
N 7.57583 0.26872 -4.65448 0.02 0.02 0.01
C 6.60476 0.83901 -5.43571 -0.11 0.04 -0.11
C 5.45781 0.94306 -4.68081 0.18 0.09 -0.40
C 5.74915 0.42260 -3.39726 0.18 -0.18 0.25
C 7.06468 0.01613 -3.40804 -0.15 -0.20 0.06
H 8.52184 0.06673 -4.95098 -0.37 0.10 0.12
H 6.81200 1.11975 -6.45965 -0.07 -0.04 0.18
H 4.51366 1.35096 -5.01776 0.17 -0.04 0.05
H 5.07240 0.35250 -2.55550 0.23 0.16 -0.25
H 7.67877 -0.43124 -2.63790 -0.18 0.06 -0.11
N -3.07221 -3.37447 -5.72527 -0.03 0.01 0.05
C -2.21110 -2.71827 -6.56576 0.11 0.01 -0.04
C -1.71402 -3.63431 -7.46575 0.04 0.41 0.08
C -2.30055 -4.88585 -7.16100 -0.24 -0.24 0.24
C -3.13710 -4.69577 -6.08397 0.03 -0.10 -0.01
H -3.58092 -2.95001 -4.96063 0.15 -0.14 -0.32
H -2.02504 -1.65885 -6.45079 -0.02 -0.18 -0.05
H -1.00643 -3.42364 -8.25712 -0.13 -0.02 0.14
H -2.13143 -5.82457 -7.67255 0.01 0.16 0.08
H -3.77030 -5.38606 -5.54275 0.10 0.11 -0.08
N -6.13439 0.93999 3.46507 0.06 0.00 0.00
C -6.88442 1.94927 2.91977 -0.08 0.04 -0.01
C -6.97816 2.96021 3.85004 -0.11 -0.05 -0.37
C -6.25421 2.54859 4.99446 0.23 -0.27 0.18
C -5.74130 1.29882 4.72817 0.00 0.01 0.08
H -5.90591 0.06738 3.00682 -0.09 0.27 0.11
H -7.28748 1.86126 1.91977 0.05 0.04 0.14
H -7.50946 3.89384 3.71816 0.07 -0.16 0.03
H -6.12079 3.10431 5.91362 -0.01 -0.10 -0.16
H -5.13298 0.63535 5.32826 -0.11 0.13 -0.07
N 2.70452 5.38678 -0.72779 -0.12 0.01 -0.03
C 2.52602 4.03301 -0.60955 0.01 -0.25 0.03
C 3.71582 3.48195 -0.18894 -0.37 -0.11 -0.03
C 4.64283 4.54143 -0.04269 -0.01 0.45 -0.01
C 3.99092 5.70666 -0.37912 0.41 -0.05 0.02
H 1.99744 6.04663 -1.02490 0.14 -0.48 -0.17
H 1.57069 3.57872 -0.83575 0.18 0.05 0.04
H 3.89623 2.43062 -0.00595 -0.05 0.27 -0.09
H 5.67466 4.46294 0.27457 -0.18 0.03 -0.06
H 4.33177 6.73315 -0.40146 0.10 -0.21 -0.05
N 11.31363 0.94830 -0.49359 0.07 0.03 0.00
C 10.81227 2.09114 0.07308 0.01 0.13 0.01
C 9.72425 2.49246 -0.66945 0.22 0.09 0.37
C 9.56009 1.55536 -1.71736 0.11 -0.29 -0.22
C 10.55321 0.61112 -1.58298 -0.07 0.00 -0.12
H 12.11820 0.43374 -0.15964 -0.31 0.20 -0.12
H 11.27235 2.52069 0.95287 -0.10 -0.06 -0.15
H 9.11392 3.36515 -0.47644 0.11 -0.15 -0.03
H 8.79895 1.56761 -2.48678 0.17 0.07 0.20
H 10.78405 -0.26878 -2.16852 -0.04 0.15 0.08
N 0.18597 -2.97082 6.33470 -0.03 -0.08 0.02
C -0.01711 -3.63731 7.51499 -0.03 0.01 -0.01
C -0.34072 -4.94212 7.21676 0.05 0.23 0.30
C -0.32654 -5.06844 5.80712 0.03 0.11 -0.37
C 0.00457 -3.83688 5.28793 -0.05 0.01 -0.02
H 0.43210 -1.99317 6.24945 -0.11 -0.32 0.14
H 0.08422 -3.12704 8.46345 -0.01 -0.12 -0.17
H -0.56184 -5.71934 7.93674 0.05 0.15 -0.12
H -0.53475 -5.96178 5.23261 0.05 0.15 0.08
H 0.12501 -3.50324 4.26590 -0.01 -0.07 0.11
N 2.26561 8.20123 0.56951 -0.12 0.21 -0.05
C 1.51558 9.21051 0.02422 -0.03 0.09 -0.04
C 1.42184 10.22145 0.95449 -0.19 -0.03 -0.39
C 2.14579 9.80984 2.09891 0.21 -0.30 0.22
C 2.65870 8.56006 1.83261 0.02 -0.05 0.14
H 2.49409 7.32862 0.11127 -0.04 0.55 0.57
H 1.11252 9.12251 -0.97579 0.02 0.05 0.17
H 0.89054 11.15508 0.82261 0.10 -0.16 -0.01
H 2.27921 10.36556 3.01807 0.00 -0.11 -0.16
H 3.26702 7.89659 2.43271 -0.11 0.12 -0.09
N -11.64344 4.54458 3.33206 0.01 0.01 -0.06
C -11.87435 5.87604 3.56106 0.00 0.11 0.05
C -10.73804 6.57125 3.21220 -0.39 0.08 0.14
C -9.79055 5.62636 2.75101 0.08 -0.39 -0.08
C -10.37706 4.38330 2.83307 0.08 -0.03 -0.02
H -12.30436 3.79798 3.50352 0.28 0.31 -0.08
H -12.82433 6.21375 3.95308 0.19 -0.03 -0.06
H -10.60624 7.64325 3.28119 -0.04 -0.19 -0.01
H -8.78853 5.83076 2.39654 -0.16 -0.05 0.04
H -10.00220 3.40029 2.58101 -0.02 0.18 0.07
N 8.55852 -0.92997 2.55825 0.08 -0.07 0.01
C 9.82095 -0.88656 2.02633 0.01 0.05 -0.06
C 10.64516 -1.64903 2.82353 0.00 0.21 -0.33
C 9.85057 -2.17561 3.86975 -0.36 -0.07 0.21
C 8.56588 -1.71800 3.67970 0.01 -0.02 0.07
H 7.74811 -0.45556 2.18168 0.30 -0.19 0.11
H 10.02451 -0.31708 1.12941 -0.08 -0.11 0.19
H 11.70404 -1.80969 2.66765 -0.16 0.02 0.02
H 10.17989 -2.81983 4.67474 -0.08 0.11 -0.13
H 7.65903 -1.88417 4.24572 0.18 0.01 -0.08
N -1.36649 7.83492 0.96231 -0.15 -0.10 0.03
C -2.65232 8.30547 0.90106 0.07 -0.03 -0.03
C -3.38288 7.44608 0.11116 -0.08 0.29 0.18
C -2.50822 6.41780 -0.31411 0.30 -0.18 -0.05
C -1.27044 6.68122 0.22851 0.00 0.09 -0.03
H -0.60749 8.27028 1.47026 -0.16 -0.07 -0.20
H -2.93624 9.20998 1.42207 0.03 -0.16 -0.11
H -4.43267 7.54804 -0.13147 0.18 -0.01 0.06
H -2.75489 5.57545 -0.94742 0.05 0.13 0.12
H -0.33172 6.14860 0.15439 -0.16 0.04 0.06
N -3.77332 -8.08373 -8.29893 0.05 0.00 0.00
C -3.67271 -9.41455 -8.61094 -0.03 -0.13 -0.04
C -3.64515 -9.52917 -9.98291 0.03 -0.24 0.34
C -3.72603 -8.22096 -10.51703 -0.02 0.39 0.09
C -3.80121 -7.34786 -9.45497 -0.05 0.08 -0.14
H -3.81889 -7.70399 -7.36226 0.01 -0.14 -0.39
H -3.63106 -10.16416 -7.83211 -0.01 0.10 -0.16
H -3.57323 -10.45489 -10.53895 -0.01 0.15 0.12
H -3.72847 -7.94539 -11.56371 0.00 -0.03 0.19
H -3.87329 -6.26890 -9.42300 0.00 -0.19 -0.03
```
Positions in Å, forces in eV/Å.

Its SMILES is CCCCCc1c(C(F)(F)c2cccc(C(F)(F)F)c2)cc2c(c1CC(=O)F)C(=O)N(OC#N)C2=O.c1cc[nH]c1.c1cc[nH]c1.c1cc[nH]c1.c1cc[nH]c1.c1cc[nH]c1.c1cc[nH]c1.c1cc[nH]c1.c1cc[nH]c1.c1cc[nH]c1.c1cc[nH]c1.c1cc[nH]c1. Its frontier orbital gap is 0.1879 hartree.

These are the Mulliken partial charges, in e, on atoms 1 to 2: number 1, C, carries -1.03; number 2, C, carries -0.12

=====

Molar mass in g mol⁻¹, matching the order above: 1240.44; 1250.41
Max |F| in eV/Å, matching the order above: 2.04; 11.63